C4H11NS | ωB97M-V/def2-TZVPD

Each line ends with the Mulliken charge.
Atoms and positions in Å:
C -1.5667 0.0419 -1.1378  -0.42
N -2.6903 0.0351 -0.5775  -0.37
C -3.1742 -1.2105 -0.0023  -0.68
H -1.1909 1.0280 -1.4192  0.30
H -0.8320 -0.7712 -1.1796  0.30
H -3.0872 -1.0899 1.0804  0.26
H -2.6499 -2.1058 -0.3448  0.29
H -4.2429 -1.2790 -0.2021  0.29
C 0.6440 0.6796 1.3264  -0.61
S 2.0649 -0.1578 0.5371  -0.07
C 2.2606 0.8775 -0.9100  -0.88
H 0.8165 0.5757 2.3984  0.33
H -0.2681 0.0918 1.2104  0.09
H 0.5547 1.6971 0.9947  0.25
H 3.1525 0.4432 -1.3790  0.31
H 1.5099 0.6242 -1.6488  0.25
H 2.4242 1.9531 -0.9201  0.35

## Properties
* E_HOMO: -8.6 eV
* energy relative to the best compared isomer or geometry (same formula, charge and spin): 35.9 kcal/mol
* frontier orbital gap: 9.54 eV
* LUMO energy: 0.034 Eh
* E: -16650.2345 eV